i) Computed, not measured: a single C15H25NO2S molecule, with ωB97M-V/def2-TZVPD.

```
! RIJCOSX wB97M-V def2-TZVPD def2/J DEFGRID3
* xyz 0 1
C -1.7768 -2.4875 0.7517
C -3.1706 -2.0727 0.2990
H -3.6565 -2.9108 -0.2036
H -3.7771 -1.8161 1.1739
C -3.1227 -0.8887 -0.6830
C -2.5204 0.3163 -0.0293
C -1.3204 0.8794 -0.3370
C -0.4633 0.3385 -1.4048
O -0.4925 -0.8246 -1.7665
C 0.4443 1.3232 -2.1065
C 1.1059 2.3723 -1.2143
C 0.0411 3.0242 -0.3335
C -0.8078 2.0440 0.4203
N -0.9965 2.2783 1.6468
H -1.5937 1.6193 2.1369
H -0.6305 3.6053 -0.9740
H 0.4912 3.7074 0.3870
C 2.3200 1.8232 -0.4498
C 2.0768 0.6302 0.4781
C 2.0162 1.0171 1.9461
H 2.9536 1.4828 2.2429
H 1.1999 1.7130 2.1284
H 1.8633 0.1368 2.5687
H 1.1749 0.0913 0.1845
S 3.4530 -0.5821 0.2334
C 2.6099 -2.1623 0.5909
C 1.9722 -2.7683 -0.6447
H 1.5139 -3.7234 -0.3931
H 2.7264 -2.9343 -1.4103
H 1.2057 -2.1154 -1.0555
H 3.3874 -2.8160 0.9863
H 1.8764 -1.9720 1.3741
H 3.0614 1.5282 -1.1968
H 2.7587 2.6369 0.1312
H 1.5085 3.1544 -1.8704
H -0.1921 1.8335 -2.8382
H 1.1932 0.7540 -2.6615
O -3.3003 0.8966 0.9105
H -4.1606 0.4583 0.9468
H -4.1432 -0.6435 -1.0007
H -2.5414 -1.1805 -1.5543
H -1.8274 -3.3833 1.3661
H -1.3112 -1.6959 1.3356
H -1.1491 -2.6871 -0.1117
*
```

The calculation puts the molar mass at 283.44 u. The SMILES is [H]/N=C1/C[C@@H](C[C@H](C)SCC)CC(=O)/C1=C(/O)CCC. The value obtained for the HOMO-LUMO gap is 8.51 eV.

ii) Computed, not measured: a single C15H25NO2S molecule, with ωB97M-V/def2-TZVPD.

```
! RIJCOSX wB97M-V def2-TZVPD def2/J DEFGRID3
* xyz 0 1
O -3.7516 -0.3708 0.9694
N -2.6216 3.3532 0.2652
O -0.1667 2.3947 -0.3573
S 2.1009 -1.6035 -2.5757
C -2.6983 -0.1860 0.4053
C -2.6428 2.2896 1.0145
C -2.0190 1.1099 0.3882
C -0.8151 1.2026 -0.2843
C 4.3332 -0.1196 -3.3319
C -0.9894 3.1043 3.6294
C 2.2345 -3.8624 -1.1790
C 3.7168 -0.8420 -2.1068
C -3.1441 2.3536 2.4526
C -2.0015 -1.4373 -0.1710
C -0.1079 0.0226 -0.9070
C -2.0171 1.9698 3.4127
C 0.0775 -2.5447 -0.9402
C 1.6146 -2.4784 -1.0771
C -0.5065 -1.2971 -0.2170
H -2.2401 3.2194 -0.6661
H -0.5533 2.9639 0.3114
H 4.5471 -0.8552 -4.0955
H 5.2942 0.3369 -3.0524
H 3.6706 0.6672 -3.7726
H -1.4910 3.9449 4.1238
H -0.1155 2.7407 4.2166
H -0.6584 3.3937 2.6238
H 3.2838 -3.7782 -1.4154
H 2.0995 -4.2638 -0.1786
H 1.7939 -4.4702 -1.9368
H 4.3928 -1.6059 -1.7065
H 3.5570 -0.1355 -1.2949
H -3.5240 3.3511 2.6910
H -3.9557 1.6481 2.5494
H -2.3129 -2.2943 0.4244
H -2.4028 -1.6683 -1.1731
H -0.3286 -0.0373 -2.0038
H 0.9514 0.2102 -0.8054
H -2.4694 1.7554 4.3932
H -1.4841 1.0776 3.0644
H -0.1529 -3.4211 -0.3195
H -0.4062 -2.6576 -1.9329
H 2.0502 -1.9231 -0.2452
H -0.1417 -1.2570 0.8106
*
```

The calculation puts the molar mass at 283.44 u. The SMILES is [H]/N=C(/CCC)C1=C(O)C[C@H](C[C@@H](C)SCC)CC1=O. The value obtained for the HOMO-LUMO gap is 9.21 eV.

Name the most stable of them. i).

i) Computed, not measured: a gas-phase ion, C5H12N3O (charge +1), with ωB97M-V/def2-TZVPD.

```
! RIJCOSX wB97M-V def2-TZVPD def2/J DEFGRID3
* xyz 1 1
C -0.7820 1.8593 -0.0868
C 1.4951 1.4606 0.0474
C -0.0402 -0.4934 0.3878
C 1.2112 -0.0462 -0.3324
C -3.4478 -0.0127 -0.1389
N 0.3731 2.3306 -0.0274
N -1.1538 0.1813 -0.2346
N 2.3638 -0.9271 0.2423
O -2.2423 -0.1900 0.5900
H -1.5193 2.5018 -0.3647
H 1.7027 1.5147 1.2026
H 2.3954 1.8625 -0.4356
H -0.0722 -1.5174 0.2463
H -0.0946 -0.2530 1.4496
H 1.1913 -0.1443 -1.4193
H -3.5840 1.0811 -0.4052
H -4.1562 -0.4116 0.4993
H -3.4573 -0.5013 -1.1127
H 2.9689 -1.1869 -0.5680
H 1.9518 -1.7613 0.4442
H 2.7890 -0.5217 1.1116
*
```

The calculation puts the molar mass at 130.17 u. The SMILES is CON1C=NC[C@@H]([NH3+])C1. The value obtained for the HOMO-LUMO gap is 8.61 eV.

ii) Computed, not measured: a gas-phase ion, C5H12N3O (charge +1), with ωB97M-V/def2-TZVPD.

```
! RIJCOSX wB97M-V def2-TZVPD def2/J DEFGRID3
* xyz 1 1
C 0.7385 -0.6051 -0.3729
C -1.6805 0.2498 -0.0250
C -1.3332 1.2446 0.7471
C -3.0368 -0.1089 -0.5411
C 2.7624 0.3206 0.4975
N -0.5287 -0.5597 -0.5747
N 1.4584 0.4966 -0.0845
N 1.2347 -1.8517 -0.3159
O 1.6864 1.5287 -1.0143
H -2.1491 1.8190 1.1214
H 1.0151 2.0937 -1.3088
H -0.3432 1.4044 1.0077
H -3.7292 0.6764 -0.2593
H -3.3208 -1.0733 -0.2045
H -2.9757 -0.1520 -1.6398
H 2.7528 -0.4448 1.2770
H 3.6123 0.2241 -0.1360
H 2.9690 1.1146 1.0685
H -0.9005 -1.4964 -0.5585
H 0.6378 -2.7223 -0.2120
H 2.2008 -2.0390 -0.5898
*
```

The calculation puts the molar mass at 130.17 u. The SMILES is C=C(C)NC(=[NH2+])N(C)O. The value obtained for the HOMO-LUMO gap is 9.85 eV.

Name the most stable of them. ii).

i) Computed, not measured: a single C4H6FNOS molecule, with ωB97M-V/def2-TZVPD.

```
! RIJCOSX wB97M-V def2-TZVPD def2/J DEFGRID3
* xyz 0 1
C 0.5185 0.3499 -0.0118
C -0.5222 -0.2839 0.8238
C -1.5756 -0.9906 -0.1061
C 0.3545 1.5520 -0.7446
H 3.6284 -0.3713 -0.1018
H -0.2958 -1.0125 1.5194
H -1.3136 0.3692 1.3642
H -2.1037 -0.2760 -0.6739
H -2.1561 -1.6529 0.7722
H 0.9737 1.9254 -1.8021
N 1.7074 -0.2381 0.3736
O 2.7926 0.2091 -0.3273
F -0.9853 -1.8594 -0.9566
S -1.0229 2.2792 -0.1291
*
```

The calculation puts the molar mass at 135.16 u. The SMILES is O/N=C(\C=S)CCF. The value obtained for the HOMO-LUMO gap is 7.44 eV.

ii) Computed, not measured: a single C4H6FNOS molecule, with ωB97M-V/def2-TZVPD.

```
! RIJCOSX wB97M-V def2-TZVPD def2/J DEFGRID3
* xyz 0 1
C -1.1197 -1.0554 0.7003
C -0.5116 0.0109 -0.0872
C -1.2000 0.7889 -0.8520
C 1.4564 1.4434 0.2801
H -2.1344 -1.2968 0.0370
H -1.5574 -0.6281 1.8670
H -0.1980 -2.0038 0.6937
H -0.6326 1.4033 -1.7074
H 2.1679 -2.2727 0.1985
H 0.7783 2.1410 0.7548
N 0.9769 0.1108 0.1362
O 2.6384 1.8215 -0.2471
F -2.4974 0.7135 -0.8812
S 1.8333 -1.1764 -0.8927
*
```

The calculation puts the molar mass at 135.16 u. The SMILES is C/C(=C\F)N(S)C=O. The value obtained for the HOMO-LUMO gap is 9.74 eV.

Name the most stable of them. ii).